*i*
{
  "formula": "C42H108N8O13",
  "method": "wB97M-V/def2-TZVPD",
  "total_charge": 0,
  "smiles": "COC[C@H](C)N.COC[C@H](C)N.COC[C@H](C)N.COCCNCCOC.COCCNCCOC.COCCNCCOC.COCCNCCOC.COCCNCCOC",
  "homo_lumo_gap_ev": 8.405,
  "symbols": ["C", "O", "C", "C", "N", "C", "C", "O", "C", "H", "H", "H", "H", "H", "H", "H", "H", "H", "H", "H", "H", "H", "H", "H", "C", "O", "C", "C", "N", "C", "C", "O", "C", "H", "H", "H", "H", "H", "H", "H", "H", "H", "H", "H", "H", "H", "H", "H", "C", "O", "C", "C", "N", "C", "C", "O", "C", "H", "H", "H", "H", "H", "H", "H", "H", "H", "H", "H", "H", "H", "H", "H", "C", "O", "C", "C", "N", "C", "C", "O", "C", "H", "H", "H", "H", "H", "H", "H", "H", "H", "H", "H", "H", "H", "H", "H", "C", "O", "C", "C", "N", "C", "C", "O", "C", "H", "H", "H", "H", "H", "H", "H", "H", "H", "H", "H", "H", "H", "H", "H", "C", "C", "C", "O", "C", "N", "H", "H", "H", "H", "H", "H", "H", "H", "H", "H", "H", "C", "C", "C", "O", "C", "N", "H", "H", "H", "H", "H", "H", "H", "H", "H", "H", "H", "C", "C", "C", "O", "C", "N", "H", "H", "H", "H", "H", "H", "H", "H", "H", "H", "H"],
  "coordinates": [[3.41, 1.01, 5.70], [4.07, 1.16, 4.42], [4.93, 0.07, 4.15], [5.67, 0.08, 2.80], [4.68, -0.25, 1.79], [5.36, -0.22, 0.50], [4.48, -0.33, -0.74], [3.85, 0.94, -0.90], [4.64, 1.96, -1.59], [2.85, 0.09, 5.81], [2.64, 1.78, 5.80], [3.95, 1.06, 6.64], [4.44, -0.90, 4.24], [5.66, 0.15, 4.96], [6.54, -0.56, 2.88], [6.05, 1.09, 2.66], [3.94, 0.44, 1.84], [6.06, -1.06, 0.50], [6.02, 0.64, 0.40], [3.77, -1.12, -0.49], [5.00, -0.55, -1.68], [5.27, 2.43, -0.83], [3.94, 2.67, -2.05], [5.24, 1.46, -2.35], [4.15, -9.17, -3.14], [4.38, -7.83, -3.39], [3.43, -7.19, -4.25], [3.42, -5.73, -4.10], [3.25, -5.24, -2.75], [2.00, -5.71, -2.19], [1.82, -4.83, -0.89], [2.70, -5.10, 0.14], [2.61, -4.08, 1.17], [4.93, -9.50, -2.45], [4.39, -9.69, -4.07], [3.15, -9.44, -2.81], [2.46, -7.62, -4.01], [3.68, -7.51, -5.26], [2.73, -5.21, -4.76], [4.38, -5.32, -4.40], [4.00, -5.65, -2.22], [1.81, -6.76, -1.95], [1.21, -5.35, -2.85], [0.79, -4.98, -0.55], [1.88, -3.79, -1.22], [3.10, -3.18, 0.80], [3.11, -4.33, 2.10], [1.59, -3.86, 1.49], [2.55, 2.77, -7.67], [2.55, 1.63, -6.85], [3.60, 1.65, -5.86], [3.41, 0.58, -4.82], [3.53, -0.82, -5.36], [3.48, -1.83, -4.31], [2.00, -2.02, -3.83], [1.21, -2.24, -4.98], [-0.20, -2.14, -4.65], [2.26, 3.66, -7.13], [1.95, 2.71, -8.58], [3.56, 2.88, -8.06], [3.52, 2.55, -5.25], [4.56, 1.49, -6.34], [2.46, 0.88, -4.37], [4.22, 0.77, -4.12], [2.66, -0.97, -5.85], [4.08, -1.54, -3.45], [3.83, -2.80, -4.65], [1.77, -1.16, -3.20], [1.95, -2.85, -3.13], [-0.41, -3.01, -4.02], [-0.84, -2.17, -5.54], [-0.53, -1.22, -4.17], [-3.37, 5.70, 4.62], [-3.22, 4.32, 4.79], [-2.86, 3.64, 3.58], [-2.31, 2.28, 4.00], [-3.26, 1.58, 4.81], [-2.73, 0.46, 5.62], [-3.75, -0.09, 6.55], [-4.35, 0.96, 7.32], [-5.48, 0.46, 8.07], [-2.43, 6.21, 4.41], [-3.71, 6.05, 5.59], [-4.11, 5.89, 3.85], [-2.24, 4.20, 2.87], [-3.77, 3.53, 2.99], [-1.42, 2.45, 4.61], [-1.95, 1.74, 3.12], [-3.86, 1.06, 4.19], [-1.84, 0.75, 6.18], [-2.40, -0.34, 4.96], [-3.32, -0.81, 7.25], [-4.56, -0.62, 6.04], [-5.86, 1.31, 8.64], [-5.26, -0.32, 8.79], [-6.27, 0.19, 7.36], [-6.23, 2.33, 0.22], [-6.20, 1.08, 0.88], [-6.35, 1.23, 2.28], [-6.15, -0.17, 2.78], [-4.72, -0.48, 3.08], [-3.92, -0.44, 1.80], [-2.51, -1.02, 2.01], [-2.77, -2.37, 2.48], [-1.62, -3.11, 2.64], [-7.07, 2.96, 0.52], [-6.47, 2.16, -0.83], [-5.32, 2.89, 0.04], [-7.33, 1.49, 2.67], [-5.61, 1.86, 2.77], [-6.62, -0.81, 2.03], [-6.82, -0.36, 3.62], [-4.59, -1.44, 3.37], [-3.88, 0.55, 1.36], [-4.32, -1.12, 1.04], [-1.90, -0.47, 2.72], [-1.94, -1.00, 1.08], [-0.84, -2.65, 3.26], [-1.18, -3.31, 1.67], [-1.95, -4.10, 2.96], [-5.83, 2.15, -3.60], [-5.90, 0.69, -3.46], [-4.82, 0.09, -2.57], [-3.53, 0.40, -3.21], [-2.46, 0.00, -2.39], [-7.22, 0.30, -3.05], [-4.87, 2.48, -4.00], [-5.93, 2.66, -2.64], [-6.61, 2.50, -4.28], [-5.66, 0.27, -4.44], [-4.95, -0.99, -2.45], [-4.81, 0.47, -1.54], [-2.39, 0.53, -1.43], [-1.55, 0.44, -2.79], [-2.36, -1.08, -2.38], [-7.92, 0.72, -3.64], [-7.35, -0.66, -3.31], [0.78, 5.03, 1.51], [1.86, 4.83, 0.44], [1.33, 4.87, -1.03], [0.53, 3.71, -1.25], [-0.21, 3.79, -2.44], [2.82, 5.90, 0.72], [0.02, 4.28, 1.27], [0.23, 5.95, 1.33], [1.10, 5.15, 2.55], [2.32, 3.88, 0.72], [2.15, 4.96, -1.75], [0.71, 5.76, -1.13], [0.51, 3.68, -3.26], [-0.83, 4.67, -2.61], [-0.90, 2.96, -2.35], [3.56, 5.80, 0.04], [3.38, 5.74, 1.55], [0.32, -1.22, -0.50], [0.40, 0.31, -0.23], [1.21, 0.62, 1.07], [0.33, 0.27, 2.15], [1.03, 0.14, 3.39], [1.06, 0.93, -1.33], [-0.47, -1.57, -1.17], [0.07, -1.69, 0.45], [1.27, -1.58, -0.91], [-0.60, 0.75, -0.21], [1.46, 1.67, 1.20], [2.16, 0.09, 1.06], [0.28, -0.15, 4.13], [1.39, 1.14, 3.60], [1.89, -0.52, 3.29], [2.06, 0.86, -1.18], [1.02, 1.94, -1.34]],
  "mulliken_charge": [-0.91, -0.30, -0.64, -0.77, 0.22, -1.37, 0.23, 0.03, -1.05, 0.33, 0.32, 0.37, 0.30, 0.53, 0.44, 0.39, -0.09, 0.51, 0.41, -0.65, 0.67, 0.28, 0.11, 0.49, -0.77, -0.31, -0.65, -0.98, -0.09, -1.00, 0.83, -0.48, -0.25, 0.25, 0.32, 0.31, 0.40, 0.49, 0.31, 0.43, 0.36, 0.45, 0.41, 0.35, -0.67, 0.07, 0.41, 0.06, -0.78, -0.27, -0.85, 0.25, -0.47, -0.28, 1.43, -0.62, -0.65, 0.28, 0.25, 0.32, 0.37, 0.44, 0.18, -0.10, 0.38, -0.23, 0.22, -0.51, -0.17, 0.24, 0.37, 0.17, -0.80, -0.29, -0.69, 0.83, -0.18, 0.07, -0.84, -0.29, -0.77, 0.26, 0.25, 0.31, 0.31, 0.04, 0.44, -0.49, -0.15, 0.65, -0.21, 0.41, 0.30, 0.25, 0.29, 0.31, -0.85, -0.31, -0.22, -1.03, -0.16, -1.11, 1.58, -0.53, -0.65, 0.51, 0.10, 0.30, 0.46, 0.04, 0.43, 0.59, 0.31, 0.22, 0.47, -0.68, -0.29, 0.19, 0.13, 0.48, -1.37, 0.33, 0.05, -0.48, -0.64, -0.62, 0.35, 0.23, 0.42, 0.39, 0.38, -0.33, 0.43, 0.01, 0.36, 0.25, 0.26, -1.82, 1.68, -0.92, -0.37, -0.73, -0.82, 0.23, 0.45, 0.37, -0.49, 0.40, 0.33, 0.30, 0.35, 0.06, 0.29, 0.30, -0.22, 1.31, -0.13, 0.15, -1.04, 0.45, -0.14, 0.04, -0.57, 0.21, -0.13, -0.44, 0.26, 0.44, 0.15, 0.05, 0.00]
}

***

*ii*
{
  "formula": "C42H108N8O13",
  "method": "wB97M-V/def2-TZVPD",
  "total_charge": 0,
  "smiles": "COC[C@H](C)N.COC[C@H](C)N.COC[C@H](C)N.COCCNCCOC.COCCNCCOC.COCCNCCOC.COCCNCCOC.COCCNCCOC",
  "homo_lumo_gap_ev": 9.001,
  "symbols": ["C", "O", "C", "C", "N", "C", "C", "O", "C", "H", "H", "H", "H", "H", "H", "H", "H", "H", "H", "H", "H", "H", "H", "H", "C", "O", "C", "C", "N", "C", "C", "O", "C", "H", "H", "H", "H", "H", "H", "H", "H", "H", "H", "H", "H", "H", "H", "H", "C", "O", "C", "C", "N", "C", "C", "O", "C", "H", "H", "H", "H", "H", "H", "H", "H", "H", "H", "H", "H", "H", "H", "H", "C", "O", "C", "C", "N", "C", "C", "O", "C", "H", "H", "H", "H", "H", "H", "H", "H", "H", "H", "H", "H", "H", "H", "H", "C", "O", "C", "C", "N", "C", "C", "O", "C", "H", "H", "H", "H", "H", "H", "H", "H", "H", "H", "H", "H", "H", "H", "H", "C", "C", "C", "O", "C", "N", "H", "H", "H", "H", "H", "H", "H", "H", "H", "H", "H", "C", "C", "C", "O", "C", "N", "H", "H", "H", "H", "H", "H", "H", "H", "H", "H", "H", "C", "C", "C", "O", "C", "N", "H", "H", "H", "H", "H", "H", "H", "H", "H", "H", "H"],
  "coordinates": [[-7.82, -4.38, 3.98], [-6.46, -4.70, 4.23], [-6.07, -4.80, 5.59], [-6.16, -3.43, 6.31], [-4.99, -2.62, 5.93], [-5.26, -1.22, 6.19], [-4.04, -0.33, 6.06], [-3.73, -0.11, 4.68], [-2.34, -0.20, 4.43], [-8.07, -3.41, 4.41], [-8.42, -5.14, 4.49], [-7.98, -4.48, 2.91], [-5.05, -5.17, 5.60], [-6.81, -5.44, 6.08], [-6.05, -3.52, 7.39], [-7.08, -2.93, 6.00], [-4.69, -2.84, 4.99], [-5.50, -1.16, 7.26], [-6.05, -0.76, 5.59], [-3.17, -0.76, 6.56], [-4.13, 0.63, 6.59], [-2.18, -0.55, 3.41], [-1.76, -0.80, 5.13], [-1.89, 0.80, 4.46], [-3.95, 4.48, 0.44], [-3.43, 3.18, 0.57], [-2.94, 2.56, -0.63], [-2.74, 1.10, -0.44], [-3.93, 0.25, -0.38], [-5.00, 0.66, 0.51], [-6.08, -0.41, 0.62], [-5.76, -1.66, 1.21], [-5.39, -1.60, 2.57], [-3.62, 5.11, -0.39], [-3.75, 5.07, 1.33], [-5.02, 4.38, 0.20], [-1.97, 2.99, -0.87], [-3.64, 2.81, -1.43], [-2.01, 0.84, 0.33], [-2.28, 0.74, -1.37], [-3.64, -0.68, -0.10], [-5.45, 1.58, 0.15], [-4.67, 0.86, 1.54], [-6.34, -0.68, -0.41], [-6.99, 0.01, 1.07], [-5.29, -2.62, 2.93], [-6.06, -1.02, 3.21], [-4.39, -1.19, 2.70], [-3.84, 3.70, -4.28], [-2.50, 3.30, -4.06], [-1.72, 4.36, -3.56], [-0.25, 3.98, -3.42], [0.58, 5.09, -3.02], [2.03, 4.94, -3.13], [2.75, 3.62, -2.87], [2.27, 2.59, -3.72], [3.08, 1.44, -3.56], [-4.42, 3.99, -3.41], [-4.36, 2.89, -4.80], [-3.77, 4.52, -5.01], [-2.14, 4.75, -2.62], [-1.84, 5.29, -4.14], [0.01, 3.55, -4.40], [-0.15, 3.03, -2.88], [0.32, 5.30, -2.06], [2.44, 5.73, -2.50], [2.30, 5.15, -4.17], [2.63, 3.26, -1.83], [3.82, 3.80, -2.99], [3.20, 1.13, -2.52], [4.11, 1.64, -3.88], [2.83, 0.57, -4.16], [0.12, -4.80, 1.70], [-0.42, -4.10, 0.59], [-1.82, -4.05, 0.39], [-2.59, -3.08, 1.34], [-2.61, -3.51, 2.74], [-3.60, -4.56, 2.99], [-3.64, -4.84, 4.48], [-2.56, -5.72, 4.80], [-1.77, -5.23, 5.87], [1.12, -5.13, 1.42], [-0.46, -5.65, 2.07], [0.38, -4.04, 2.45], [-2.15, -5.08, 0.58], [-2.01, -3.88, -0.67], [-3.63, -3.04, 1.01], [-2.09, -2.11, 1.19], [-1.70, -3.84, 3.00], [-3.40, -5.49, 2.46], [-4.58, -4.23, 2.63], [-4.60, -5.29, 4.76], [-3.67, -3.93, 5.09], [-2.31, -4.83, 6.73], [-1.14, -4.45, 5.44], [-1.16, -6.05, 6.26], [4.74, -0.99, -1.23], [5.69, 0.00, -1.49], [6.99, -0.35, -1.01], [8.01, 0.58, -1.60], [7.84, 1.91, -0.99], [8.53, 3.02, -1.65], [8.08, 3.48, -3.04], [9.13, 4.29, -3.53], [9.16, 4.39, -4.93], [4.78, -1.93, -1.81], [3.77, -0.52, -1.35], [4.71, -1.40, -0.21], [7.39, -1.36, -1.11], [6.90, -0.20, 0.08], [8.05, 0.65, -2.69], [9.02, 0.21, -1.36], [6.86, 2.04, -0.81], [9.60, 2.87, -1.51], [8.24, 3.82, -0.96], [7.15, 4.06, -3.01], [8.01, 2.59, -3.69], [8.23, 4.76, -5.37], [9.31, 3.41, -5.40], [9.98, 5.04, -5.21], [0.40, 1.03, 1.90], [1.28, -0.04, 1.21], [0.65, -0.83, 0.05], [0.23, 0.02, -1.02], [0.21, -0.66, -2.28], [2.60, 0.48, 0.90], [0.00, 0.72, 2.87], [-0.43, 1.21, 1.21], [0.89, 1.99, 2.08], [1.23, -0.83, 1.97], [-0.19, -1.46, 0.32], [1.49, -1.44, -0.32], [1.22, -0.95, -2.56], [-0.24, 0.02, -3.01], [-0.46, -1.51, -2.15], [2.62, 0.75, -0.08], [2.76, 1.32, 1.43], [4.32, 5.94, 1.05], [4.81, 5.54, 2.45], [5.36, 4.12, 2.46], [4.34, 3.15, 2.45], [4.66, 1.89, 2.97], [5.72, 6.48, 3.02], [5.10, 5.89, 0.30], [3.99, 6.97, 1.20], [3.48, 5.35, 0.68], [3.93, 5.45, 3.12], [6.06, 4.01, 3.30], [5.96, 3.94, 1.56], [3.78, 1.47, 3.47], [5.40, 1.82, 3.77], [4.85, 1.23, 2.12], [5.45, 7.44, 3.18], [6.22, 6.17, 3.84], [0.09, -2.75, -5.50], [-0.23, -4.22, -5.67], [-1.04, -4.51, -6.95], [-0.18, -4.26, -8.05], [-0.81, -3.79, -9.22], [1.07, -4.92, -5.74], [-0.79, -2.11, -5.47], [0.87, -2.44, -6.20], [0.70, -2.64, -4.60], [-0.63, -4.75, -4.80], [-1.88, -3.80, -7.03], [-1.52, -5.49, -7.06], [-0.14, -3.87, -10.08], [-0.99, -2.71, -9.13], [-1.75, -4.31, -9.42], [1.43, -4.71, -6.68], [0.92, -5.92, -5.94]],
  "mulliken_charge": [-0.79, -0.15, -0.78, -0.70, 0.13, -0.64, -0.89, -0.14, -0.27, 0.28, 0.34, 0.24, 0.21, 0.45, 0.45, 0.20, -0.17, 0.55, 0.31, 0.43, 0.44, -0.37, 0.37, 0.30, -0.87, -0.26, -0.37, -0.06, -0.26, -0.02, -1.07, -0.41, -0.13, 0.26, 0.25, 0.33, 0.47, 0.31, -0.34, 0.08, 0.23, 0.34, 0.22, 0.43, 0.39, -0.55, 0.62, 0.01, -0.82, -0.28, -0.29, 0.08, -0.26, -1.29, 0.19, -0.36, -0.40, 0.26, 0.25, 0.37, -0.03, 0.51, 0.28, -0.22, 0.29, 0.47, 0.32, 0.07, 0.33, -0.18, 0.38, 0.42, -0.79, -0.32, -1.19, 1.08, 0.54, -0.86, -1.25, -0.52, -0.68, 0.30, 0.34, 0.25, 0.51, 0.37, 0.35, -1.14, 0.04, 0.46, 0.61, 0.28, 1.32, 0.27, 0.22, 0.31, -0.47, -0.04, -0.76, -0.57, -0.20, -0.96, -0.04, -0.36, -0.75, 0.38, -0.28, 0.38, 0.41, 0.34, 0.28, 0.37, 0.22, 0.37, 0.29, 0.21, 0.32, 0.29, 0.31, 0.27, -0.77, 0.78, -0.17, 0.52, -1.42, -0.10, 0.09, -0.27, 0.41, 0.11, -0.83, 0.69, 0.42, 0.42, 0.40, -0.29, 0.05, -1.28, 0.84, -0.66, -0.19, -0.79, -0.67, 0.26, 0.36, 0.25, 0.11, 0.35, 0.11, 0.24, 0.42, 0.23, 0.21, 0.19, -1.37, 0.45, -0.78, -0.32, -0.81, -0.88, 0.42, 0.29, 0.32, 0.41, 0.41, 0.37, 0.24, 0.31, 0.33, 0.34, 0.27]
}

***

Comparing the structures above, *i* comes out on top by 238.0 kJ/mol.